Below is a structure of composition C47H47GeN2O9RbS4SeTe, with properties calculated with ωB97M-V with the def2-TZVPD basis set.

Computed properties:
**Net charge**: -2
**ΔE to the lowest compared entry with this formula, charge and spin**: 114.01 kJ/mol
**Orbital gap**: 6.447 eV
**Max |F|**: 0.0292 hartree/bohr
**DFT total energy**: -8969.2840 a.u.

Geometry (Å):
Rb (-0.07753, -0.37090, 0.05913)
S (-4.68240, 4.26817, 4.16710)
C (-5.02510, 3.19288, 5.45907)
C (-4.34343, 2.02451, 5.32212)
C (-3.53154, 1.98797, 4.15308)
C (-3.61262, 3.13469, 3.41827)
C (-2.92899, 3.40893, 2.14911)
C (-1.71877, 2.73235, 1.87714)
N (-1.09170, 2.79520, 0.73035)
C (-1.60452, 3.56583, -0.24649)
C (-2.72568, 4.38269, -0.04236)
C (-3.15207, 5.27315, -1.08411)
C (-2.49587, 5.32928, -2.26320)
C (-1.38799, 4.45559, -2.53050)
C (-0.70341, 4.44999, -3.75543)
C (0.29924, 3.54109, -3.98546)
C (0.54899, 2.58930, -2.96806)
N (-0.03494, 2.60264, -1.79299)
C (-0.97384, 3.54128, -1.55007)
C (1.10175, 3.56778, -5.21938)
C (1.36125, 4.65470, -6.01111)
C (2.21723, 4.35382, -7.10516)
C (2.58537, 3.04142, -7.12128)
S (1.92316, 2.17613, -5.81007)
C (-3.40033, 4.26643, 1.18785)
H (-5.70457, 3.48191, 6.24637)
H (-4.41724, 1.20282, 6.02373)
H (-2.93063, 1.13789, 3.84153)
H (-1.27121, 2.11634, 2.64978)
H (-4.01332, 5.90711, -0.89979)
H (-2.81221, 6.01522, -3.04254)
H (-0.98858, 5.15805, -4.52711)
H (1.26499, 1.78936, -3.14818)
H (0.98346, 5.64569, -5.78866)
H (2.55149, 5.07877, -7.83569)
H (3.23348, 2.54261, -7.82637)
H (-4.31197, 4.83406, 1.34995)
O (-2.06041, 0.02779, 1.82561)
S (-2.81036, -1.19464, 1.57883)
O (-4.24993, -1.02515, 1.65534)
O (-2.35526, -1.88677, 0.37584)
C (-2.46539, -2.33835, 2.94685)
C (-3.51808, -3.22434, 3.17607)
C (-3.45383, -4.19452, 4.16012)
C (-2.31982, -4.28657, 4.95273)
C (-1.26706, -3.41179, 4.73999)
C (-1.31209, -2.43504, 3.74253)
S (0.19612, -1.42779, 3.61555)
O (1.13913, -2.09553, 4.50121)
O (-0.15138, -0.08699, 4.07240)
O (0.57412, -1.50192, 2.20796)
H (-4.40358, -3.12338, 2.56264)
H (-4.29046, -4.86866, 4.30614)
H (-2.24761, -5.03641, 5.73205)
H (-0.36773, -3.46882, 5.33662)
O (2.92509, 0.67855, -0.59536)
C (3.58459, 0.33355, -1.79548)
C (2.49186, -0.40347, -2.69384)
O (2.70340, -0.36549, -3.92168)
O (1.58496, -0.94411, -2.03824)
C (4.70921, -0.66515, -1.52434)
C (5.29227, -0.74275, -0.26236)
C (6.33489, -1.62590, -0.00537)
C (6.80857, -2.46025, -1.00707)
C (6.21193, -2.41580, -2.26102)
C (5.17061, -1.53346, -2.51584)
C (4.07735, 1.59526, -2.50613)
C (4.98639, 1.56058, -3.56297)
C (5.35354, 2.72018, -4.23072)
C (4.81959, 3.94938, -3.86347)
C (3.92429, 4.00139, -2.80642)
C (3.56364, 2.83767, -2.13261)
H (3.51441, 1.17893, -0.01943)
H (4.91336, -0.13271, 0.54867)
H (6.76444, -1.67052, 0.98834)
H (7.61652, -3.15388, -0.80649)
H (6.54795, -3.08593, -3.04369)
H (4.67496, -1.53017, -3.47966)
H (5.40031, 0.61604, -3.88213)
H (6.05088, 2.66072, -5.05941)
H (5.09170, 4.85031, -4.40135)
H (3.48754, 4.94821, -2.50650)
H (2.84389, 2.88713, -1.32724)
C (-4.84228, -4.50301, -4.59572)
Ge (-3.07992, -3.62746, -4.49519)
C (-3.23461, -1.82032, -5.23561)
C (-1.83204, -4.66351, -5.59486)
C (-2.46761, -3.54419, -2.64643)
Se (-0.77058, -2.55955, -2.54957)
C (-0.07233, -3.59146, -1.04893)
H (-5.19806, -4.55375, -5.62857)
H (-5.57682, -3.95149, -4.00283)
H (-4.78146, -5.52107, -4.20222)
H (-3.44261, -1.85242, -6.30791)
H (-2.30035, -1.27626, -5.07846)
H (-4.03809, -1.27026, -4.74103)
H (-2.18293, -4.71319, -6.63013)
H (-1.73477, -5.68313, -5.21294)
H (-0.84734, -4.19400, -5.57340)
H (-2.31037, -4.55796, -2.27077)
H (-3.19786, -3.05870, -1.99746)
H (0.24162, -4.55846, -1.43286)
H (-0.86481, -3.68326, -0.30971)
H (0.77987, -3.08005, -0.60679)
C (3.04981, 1.20704, 3.97010)
Te (1.72716, 1.91529, 2.45265)
C (3.14322, 3.37526, 1.74713)
H (3.95265, 0.78930, 3.52820)
H (2.50333, 0.41961, 4.49464)
H (3.30476, 2.01024, 4.65833)
H (3.40044, 4.07145, 2.54529)
H (2.66644, 3.92850, 0.93459)
H (4.05971, 2.91551, 1.36732)

Below is a structure of composition C47H47GeN2O9RbS4SeTe, with properties calculated with ωB97M-V with the def2-TZVPD basis set.

Computed properties:
**Net charge**: -2
**ΔE to the lowest compared entry with this formula, charge and spin**: 80.21 kJ/mol
**Orbital gap**: 6.121 eV
**Max |F|**: 0.0140 hartree/bohr
**DFT total energy**: -8969.2969 a.u.

Geometry (Å):
Rb (-1.75020, -0.15083, 0.39498)
S (3.18334, -4.66539, -3.94504)
C (3.37650, -3.88835, -5.46071)
C (2.53386, -2.82707, -5.58227)
C (1.72626, -2.61980, -4.42996)
C (1.95793, -3.54595, -3.45749)
C (1.30129, -3.64657, -2.14810)
C (1.08771, -2.47166, -1.38398)
N (0.52568, -2.47153, -0.20283)
C (0.06810, -3.63497, 0.29690)
C (0.21187, -4.85527, -0.37915)
C (-0.34003, -6.05072, 0.19380)
C (-1.01466, -6.01949, 1.36231)
C (-1.18910, -4.78838, 2.07939)
C (-1.90958, -4.69354, 3.28343)
C (-2.04393, -3.48202, 3.91917)
C (-1.42157, -2.36551, 3.31528)
N (-0.74847, -2.42789, 2.19676)
C (-0.63162, -3.60924, 1.56203)
C (-2.78116, -3.27893, 5.16978)
C (-3.11533, -2.08949, 5.75262)
C (-3.82720, -2.25359, 6.97104)
C (-4.02262, -3.55802, 7.30039)
S (-3.34053, -4.60755, 6.12957)
C (0.86724, -4.83441, -1.61950)
H (4.08950, -4.25840, -6.17945)
H (2.47901, -2.20764, -6.46579)
H (0.96946, -1.84878, -4.34897)
H (1.40586, -1.51028, -1.77590)
H (-0.22006, -6.98254, -0.34745)
H (-1.44737, -6.92350, 1.77593)
H (-2.36948, -5.58746, 3.69419)
H (-1.47584, -1.38505, 3.78333)
H (-2.86062, -1.12377, 5.32954)
H (-4.17865, -1.42800, 7.57254)
H (-4.52990, -3.95732, 8.16319)
H (0.98542, -5.75786, -2.17759)
O (-6.01922, -0.45814, -1.42371)
S (-4.59695, -0.17570, -1.44268)
O (-3.76907, -1.27522, -0.96002)
O (-4.22098, 1.09505, -0.83299)
C (-4.23988, 0.04157, -3.23798)
C (-5.39608, 0.33656, -3.96118)
C (-5.38079, 0.60741, -5.31917)
C (-4.17850, 0.58879, -6.00039)
C (-3.01803, 0.29120, -5.30653)
C (-3.01875, 0.01417, -3.94024)
S (-1.36736, -0.39323, -3.30108)
O (-0.45179, -0.12235, -4.41265)
O (-1.39759, -1.79639, -2.93235)
O (-1.14315, 0.51755, -2.18025)
H (-6.33022, 0.34436, -3.41945)
H (-6.31025, 0.83094, -5.83041)
H (-4.13023, 0.80109, -7.06217)
H (-2.06744, 0.26745, -5.81873)
O (0.59350, 0.96386, 1.84217)
C (0.16503, 1.63020, 3.03162)
C (-1.37806, 1.35756, 3.27863)
O (-1.68679, 0.75670, 4.32663)
O (-2.11659, 1.75771, 2.35872)
C (0.98885, 1.00570, 4.14805)
C (1.27200, 1.69104, 5.32419)
C (1.96665, 1.07885, 6.35614)
C (2.39382, -0.23712, 6.22727)
C (2.11667, -0.92480, 5.05498)
C (1.42258, -0.31021, 4.02184)
C (0.42710, 3.12406, 2.91655)
C (1.50348, 3.58455, 2.16462)
C (1.78770, 4.94019, 2.09638)
C (0.99870, 5.85651, 2.78034)
C (-0.08560, 5.40527, 3.51923)
C (-0.37154, 4.04769, 3.58155)
H (0.09181, 1.27925, 1.07763)
H (0.93948, 2.71451, 5.44070)
H (2.17297, 1.63092, 7.26577)
H (2.93531, -0.72014, 7.03210)
H (2.43925, -1.95345, 4.94146)
H (1.20117, -0.85240, 3.11271)
H (2.10206, 2.86725, 1.61776)
H (2.62247, 5.28414, 1.49715)
H (1.21643, 6.91639, 2.72051)
H (-0.72247, 6.11229, 4.03791)
H (-1.23134, 3.69802, 4.14144)
C (6.15825, 1.52929, -3.96914)
Ge (4.40915, 0.83147, -3.38245)
C (4.65526, -0.92359, -2.55416)
C (3.27193, 0.62500, -4.95726)
C (3.65509, 2.06217, -2.04991)
Se (1.82585, 1.52811, -1.59057)
C (0.96411, 2.54672, -3.00280)
H (6.63559, 0.85431, -4.68140)
H (6.82469, 1.65356, -3.11407)
H (6.03175, 2.50112, -4.44937)
H (4.74428, -1.68956, -3.32712)
H (3.78347, -1.16082, -1.94398)
H (5.54397, -0.95578, -1.92227)
H (3.74198, -0.09069, -5.63424)
H (3.14443, 1.56900, -5.48908)
H (2.28898, 0.24144, -4.68113)
H (3.65551, 3.10205, -2.37769)
H (4.24129, 2.00145, -1.13117)
H (1.16927, 2.11860, -3.97714)
H (1.29347, 3.58436, -2.94789)
H (-0.10211, 2.45882, -2.81736)
C (-0.50728, 5.36817, -0.63915)
Te (-1.87231, 3.71742, -0.75685)
C (-3.10422, 4.26872, 0.88615)
H (-0.78238, 6.17722, -1.31187)
H (0.48182, 4.98719, -0.88881)
H (-0.48464, 5.72525, 0.38884)
H (-2.52304, 4.23821, 1.80222)
H (-3.85264, 3.47943, 0.91901)
H (-3.57097, 5.23848, 0.72659)

Which of these has the highest ΔE to the lowest compared entry with this formula, charge and spin? number 1